Below is C5H9NO as an isolated structure in a non-equilibrium geometry, with properties calculated with the ωB97M-V functional and the def2-TZVPD basis.

Output
- M: 99.1 g mol⁻¹
- Lowest unoccupied orbital energy: 1.1 eV
- Total charge: 0
- E_tot: -325.78823 a.u.
- ΔE to the lowest compared entry with this formula, charge and spin: 93.7 kcal/mol
- Kohn-Sham gap: 10.0 eV

```
16
Properties=species:S:1:pos:R:3:forces:R:3
C -1.445 -1.389 -0.337 -0.10 0.09 0.07
C -0.660 -0.135 -0.680 0.19 -0.20 -0.08
C -0.601 1.225 0.101 0.44 0.58 -0.10
C 1.040 1.275 -0.353 -0.52 0.11 0.33
C 0.751 -0.155 -0.186 0.35 -0.74 -0.08
N 1.095 -0.891 0.797 0.11 -0.28 -0.84
O 2.220 -0.347 1.442 0.27 -0.18 0.25
H -2.479 -1.385 -0.690 0.08 0.14 0.08
H -1.411 -1.600 0.735 -0.10 0.10 -0.12
H -0.925 -2.221 -0.831 -0.20 0.15 0.11
H -0.711 0.095 -1.751 0.11 -0.14 0.15
H -1.119 2.101 -0.280 -0.27 -0.14 -0.15
H -0.880 1.019 1.150 0.77 0.38 -0.34
H 2.003 1.587 0.087 -1.15 0.45 0.59
H 0.988 1.670 -1.375 -0.02 -0.45 0.16
H 2.418 -1.029 2.093 0.05 0.13 -0.03
```
Forces are in eV/Å.

Below is C72H152N8O8 as an isolated structure in a non-equilibrium geometry, with properties calculated with the ωB97M-V functional and the def2-TZVPD basis.

Output
- M: 1258.1 g mol⁻¹
- Lowest unoccupied orbital energy: 0.3 eV
- Total charge: 0
- E_tot: -3871.92225 a.u.
- ΔE to the lowest compared entry with this formula, charge and spin: 1428.7 kcal/mol
- Kohn-Sham gap: 6.7 eV

```
240
Properties=species:S:1:pos:R:3:forces:R:3
C -0.246 -3.799 2.320 14.02 -3.93 5.06
C 1.239 -3.393 2.512 -1.77 2.48 2.23
C 1.208 -2.526 3.880 1.23 -2.07 -1.20
C 2.628 -2.329 4.499 -1.25 -4.50 -2.42
C 3.312 -3.647 4.514 -1.07 -2.73 -0.14
C 3.429 -4.361 3.076 1.82 0.64 2.81
N 2.080 -4.581 2.610 -0.10 1.65 1.31
O 2.056 -5.178 1.358 0.06 -0.97 -0.91
C 4.255 -3.397 2.267 0.54 -1.12 0.02
C 4.200 -5.702 3.345 0.41 2.01 0.24
C 1.432 -2.302 1.385 2.96 -3.93 0.44
H -0.972 -3.094 2.724 4.64 0.60 2.35
H -0.404 -4.765 2.799 1.04 0.11 0.48
H -0.491 -4.095 1.300 7.25 -3.93 -0.48
H 0.763 -1.555 3.663 -0.74 -2.84 0.00
H 0.574 -2.918 4.675 -0.12 -0.72 -0.03
H 2.433 -2.008 5.523 1.05 -2.79 -2.33
H 3.298 -1.698 3.916 -0.58 0.06 -0.48
H 2.734 -4.334 5.132 -0.90 -0.29 -0.08
H 4.184 -3.729 5.162 0.96 0.66 -0.86
H 5.216 -3.128 2.705 -0.01 -0.83 0.55
H 4.510 -3.884 1.326 -0.25 0.25 -0.23
H 3.836 -2.404 2.101 -0.32 -1.55 1.07
H 5.002 -5.445 4.036 -0.26 0.22 0.75
H 3.536 -6.393 3.867 0.27 -0.53 -0.69
H 4.901 -5.958 2.551 -1.10 -1.00 -0.76
H 2.165 -2.760 0.720 -1.20 -0.58 -0.88
H 2.028 -1.438 1.679 0.88 -2.68 0.41
H 0.485 -1.951 0.975 1.70 -0.95 0.28
H 1.444 -5.885 1.578 0.07 -0.47 -0.72
C 5.178 -0.549 -1.783 3.20 1.47 4.38
C 4.042 -0.710 -0.803 1.56 1.39 3.15
C 4.429 -1.536 0.454 1.37 0.11 -1.15
C 5.318 -0.872 1.475 -0.41 3.30 1.59
C 4.580 0.373 2.020 0.57 -0.22 -1.42
C 4.151 1.369 0.899 0.19 -0.50 0.88
N 3.568 0.643 -0.200 0.68 -3.56 -0.28
O 2.937 1.385 -1.177 1.80 -0.30 -1.16
C 3.037 2.150 1.604 1.46 2.62 0.83
C 5.323 2.333 0.462 -0.62 -0.26 -0.54
C 2.972 -1.473 -1.498 -1.30 -0.59 -0.16
H 4.933 0.267 -2.462 1.72 -0.31 4.51
H 5.484 -1.439 -2.334 -0.14 -0.31 0.18
H 6.129 -0.171 -1.408 0.22 -0.33 1.38
H 3.515 -1.952 0.877 0.97 1.13 -1.13
H 5.125 -2.359 0.287 -0.72 -0.56 -1.44
H 6.290 -0.490 1.163 0.08 -0.49 -0.81
H 5.520 -1.422 2.394 0.11 -0.36 -0.60
H 5.201 0.963 2.693 -0.11 -0.19 0.37
H 3.710 -0.047 2.524 -0.25 0.46 0.21
H 2.343 1.619 2.255 0.63 -0.01 -0.84
H 3.585 2.814 2.272 0.24 0.09 0.57
H 2.486 2.862 0.990 0.89 -0.16 0.31
H 5.732 3.015 1.208 -0.67 0.16 0.26
H 6.237 1.918 0.035 -0.20 -0.95 0.02
H 4.874 2.859 -0.381 0.13 0.62 0.11
H 3.486 -2.391 -1.785 -0.16 -0.03 -0.79
H 2.514 -0.918 -2.316 0.67 -0.65 0.02
H 2.143 -1.865 -0.908 0.11 0.62 0.33
H 2.082 0.969 -1.049 -0.34 0.37 -0.59
C -3.183 0.551 -7.045 -0.65 0.24 -1.50
C -1.860 1.001 -6.545 1.01 0.60 0.77
C -0.830 0.744 -7.669 0.88 -0.54 -0.23
C 0.559 1.351 -7.440 -4.55 1.13 1.02
C 0.329 2.861 -7.018 0.46 -0.68 -0.55
C -0.692 3.214 -5.830 2.20 -0.63 -3.28
N -1.943 2.476 -6.258 2.27 0.58 -0.87
O -3.047 2.900 -5.547 -0.83 -0.37 1.26
C -0.057 2.860 -4.530 -0.70 0.43 -0.36
C -0.817 4.748 -5.874 -1.51 -0.85 -0.28
C -1.508 0.039 -5.383 -0.19 -0.39 0.88
H -3.413 1.261 -7.839 -0.69 0.19 0.08
H -3.990 0.462 -6.317 0.18 0.08 -0.02
H -3.037 -0.371 -7.607 -0.17 -0.35 0.40
H -0.766 -0.345 -7.665 0.32 -0.28 -0.04
H -1.074 0.935 -8.714 -0.97 0.66 0.16
H 1.243 1.298 -8.287 -0.63 -0.19 0.08
H 0.979 0.844 -6.571 -2.35 -0.94 -0.77
H 0.100 3.361 -7.959 -0.76 0.27 0.10
H 1.330 3.248 -6.831 -0.01 0.34 0.65
H -0.674 3.283 -3.737 0.50 0.11 -0.47
H 0.056 1.793 -4.340 -1.90 3.39 -2.12
H 0.958 3.231 -4.383 0.00 0.47 -0.46
H -1.614 4.916 -5.149 -0.05 0.81 -0.05
H 0.067 5.333 -5.621 0.14 -0.55 0.19
H -1.128 5.038 -6.877 -0.24 0.21 0.06
H -0.495 -0.115 -5.011 -0.03 0.58 -0.59
H -1.776 -0.981 -5.660 -0.25 -0.05 -0.32
H -2.081 0.220 -4.473 -0.28 0.38 -0.31
H -3.550 3.436 -6.165 -0.05 0.00 -0.13
C 4.805 3.148 -6.906 -0.67 -1.63 -0.11
C 4.908 1.687 -6.261 -0.22 0.05 -0.01
C 5.615 1.959 -4.932 0.00 -0.27 -1.00
C 5.712 0.742 -4.072 -0.24 0.94 0.00
C 4.284 0.182 -3.745 -1.66 0.49 -6.52
C 3.333 -0.038 -5.037 2.24 -0.14 1.25
N 3.564 1.186 -5.909 0.81 -0.20 0.51
O 2.682 1.265 -7.032 4.23 -0.62 1.36
C 3.639 -1.550 -5.487 0.29 1.91 -1.19
C 1.892 0.053 -4.597 1.87 -1.73 -2.09
C 5.720 0.677 -7.169 0.30 0.15 0.13
H 4.173 3.851 -6.364 0.05 -0.35 0.73
H 4.266 3.083 -7.851 0.67 0.00 -0.43
H 5.809 3.571 -6.937 -0.07 -0.07 -0.49
H 6.632 2.246 -5.202 0.05 0.53 0.19
H 5.065 2.771 -4.457 0.17 0.05 0.19
H 6.099 1.102 -3.119 0.42 0.05 -0.20
H 6.537 0.167 -4.493 -0.53 -1.05 -0.02
H 3.865 0.990 -3.146 -0.62 -0.09 -0.09
H 4.515 -0.648 -3.077 -3.06 -0.72 -4.31
H 3.264 -1.664 -6.504 -0.24 -0.29 -0.08
H 4.717 -1.689 -5.570 0.04 -0.10 0.22
H 3.228 -2.329 -4.844 -0.19 0.39 0.21
H 1.288 -0.356 -5.407 -0.13 0.18 -0.11
H 1.646 -0.593 -3.754 0.75 -0.44 -1.19
H 1.581 1.047 -4.276 2.54 -0.65 -2.25
H 6.793 0.689 -6.981 0.35 1.18 -0.33
H 5.500 0.799 -8.230 0.15 0.27 0.02
H 5.674 -0.399 -7.005 -1.35 -0.03 0.51
H 1.897 1.474 -6.521 1.52 0.93 -0.35
C -5.039 -2.991 3.551 0.42 0.72 -0.01
C -5.398 -3.095 2.067 0.34 -1.93 0.74
C -5.430 -1.750 1.417 -0.56 -3.28 0.11
C -4.127 -1.147 1.127 1.62 -4.09 -1.25
C -3.360 -2.129 0.227 -0.47 -2.29 3.70
C -3.148 -3.539 0.875 -1.74 -1.43 0.31
N -4.415 -4.007 1.429 -1.78 0.43 -1.52
O -4.259 -5.261 2.068 0.79 0.29 1.00
C -2.847 -4.458 -0.291 0.33 -0.33 -1.41
C -1.975 -3.627 1.892 -14.84 2.70 -4.33
C -6.767 -3.754 1.850 0.44 0.12 0.60
H -4.073 -2.488 3.613 0.33 -0.22 0.04
H -4.944 -3.986 3.986 -0.14 0.22 0.17
H -5.667 -2.314 4.130 -0.61 -0.35 0.07
H -6.156 -1.771 0.604 0.46 0.08 -0.68
H -5.883 -1.032 2.101 -4.26 -11.66 -2.13
H -3.460 -0.869 1.943 -0.60 -0.25 0.72
H -4.430 -0.206 0.667 1.22 -8.73 3.05
H -2.369 -1.676 0.198 -2.45 -3.74 0.96
H -3.713 -2.116 -0.804 -0.99 -1.13 0.39
H -2.493 -5.479 -0.153 0.24 0.06 0.79
H -3.718 -4.611 -0.928 -0.32 0.31 0.11
H -2.129 -3.959 -0.941 0.43 -0.02 -0.14
H -1.015 -3.459 1.404 -8.03 4.60 -3.00
H -2.129 -2.818 2.605 -1.76 0.41 -0.18
H -1.884 -4.573 2.428 -1.91 0.45 -0.82
H -7.526 -2.974 1.920 -0.31 -0.25 -0.07
H -6.935 -4.499 2.628 -0.26 -0.11 -0.07
H -6.730 -4.234 0.873 -0.38 0.15 -0.03
H -5.018 -5.829 1.912 -0.31 0.34 -0.59
C -0.515 -1.216 7.867 0.53 -1.06 -1.80
C 0.458 -0.185 7.212 -0.49 -0.47 0.76
C 1.696 -0.988 6.603 -0.60 1.07 3.39
C 2.607 -0.315 5.590 -1.65 2.39 1.68
C 1.570 0.111 4.468 3.06 2.22 0.59
C 0.349 1.026 4.895 2.66 -0.91 0.63
N -0.240 0.446 6.092 -0.54 -0.88 -0.64
O -1.336 1.225 6.501 -0.05 0.46 0.47
C 1.135 2.383 5.144 -1.10 0.12 -0.20
C -0.702 1.066 3.714 1.76 0.04 7.05
C 0.900 0.804 8.291 1.32 1.74 -0.43
H -0.767 -1.794 6.978 -0.65 -0.40 0.01
H -1.450 -0.928 8.348 0.35 0.66 0.02
H -0.005 -1.955 8.484 0.25 0.38 0.37
H 2.227 -1.232 7.524 0.45 -0.12 0.18
H 1.416 -1.977 6.239 -1.46 0.46 0.64
H 3.290 -1.069 5.200 0.38 3.15 1.23
H 3.271 0.396 6.081 -0.73 1.10 -0.15
H 1.409 -0.655 3.709 1.17 2.15 2.03
H 2.247 0.784 3.943 -0.22 0.28 -0.30
H 1.607 2.676 4.206 -0.92 0.72 -0.45
H 0.472 3.091 5.642 -0.01 0.49 -0.57
H 2.056 2.414 5.726 -0.25 -1.16 0.69
H -0.322 1.637 2.867 4.26 -0.46 4.06
H -0.982 0.072 3.364 -0.40 0.83 0.79
H -1.640 1.528 4.021 0.11 0.43 0.60
H 0.240 1.591 8.655 -0.89 -0.15 -0.91
H 1.689 1.330 7.754 0.40 0.51 0.52
H 1.296 0.539 9.272 0.32 -1.33 -0.36
H -2.079 0.618 6.475 -0.17 -0.07 -0.04
C -1.288 1.591 1.491 -0.92 -1.01 -2.86
C -0.334 0.488 0.899 -0.61 0.97 -0.01
C -1.195 -0.723 0.509 -0.21 2.76 -0.41
C -2.072 -0.434 -0.750 2.73 1.27 -1.64
C -1.183 -0.076 -1.918 -0.89 0.72 1.28
C -0.273 1.117 -1.676 -1.70 1.30 0.64
N 0.367 0.962 -0.325 2.19 -1.55 -0.45
O 1.267 2.057 0.025 -5.10 -0.70 -0.40
C 0.731 1.028 -2.906 -1.09 0.85 7.48
C -1.131 2.427 -1.629 0.61 -0.68 -1.07
C 0.613 -0.024 2.026 1.25 2.08 -2.73
H -1.009 2.639 1.382 -0.15 0.25 -1.13
H -1.141 1.619 2.570 -5.18 0.42 -4.61
H -2.334 1.381 1.267 1.39 -0.54 0.42
H -0.568 -1.607 0.392 -1.23 0.42 -0.65
H -1.942 -0.818 1.298 1.24 -0.07 0.71
H -2.851 0.295 -0.530 0.47 0.39 -0.21
H -2.615 -1.331 -1.048 1.45 2.14 -1.56
H -1.986 0.098 -2.634 0.95 0.30 -0.88
H -0.527 -0.911 -2.164 -0.32 -0.36 -0.25
H 1.405 0.253 -2.542 -0.87 0.57 -0.06
H 0.359 0.953 -3.928 -0.82 -2.77 3.73
H 1.296 1.955 -2.809 0.30 0.00 -0.53
H -1.274 2.539 -2.704 -1.44 0.24 0.98
H -2.024 2.409 -1.004 0.08 -0.44 -0.60
H -0.606 3.329 -1.314 0.51 -0.08 -0.02
H 1.200 0.709 2.579 -1.44 0.02 -0.84
H 1.444 -0.572 1.584 -2.19 3.09 0.00
H 0.064 -0.628 2.749 0.65 -0.21 -1.74
H 0.588 2.673 0.313 -0.06 1.03 0.43
C -3.566 3.012 0.786 -2.12 -0.35 0.00
C -4.982 2.525 0.325 -0.17 0.86 1.92
C -5.189 1.025 0.713 -1.93 4.18 -0.05
C -5.507 0.660 2.214 1.35 4.48 0.26
C -6.653 1.475 2.758 -0.27 0.13 -1.25
C -6.554 2.996 2.434 1.78 -0.30 1.51
N -6.171 3.227 0.984 -0.40 -0.90 -0.45
O -6.128 4.623 0.754 0.86 0.37 0.39
C -7.889 3.643 2.684 -0.62 0.56 -1.24
C -5.555 3.617 3.487 0.39 0.30 -0.01
C -4.998 2.668 -1.206 -1.62 -1.09 -0.12
H -2.914 2.184 0.509 -0.83 1.91 -1.10
H -3.460 3.048 1.871 -0.20 0.21 0.06
H -3.363 3.992 0.354 0.29 -0.17 -0.05
H -6.012 0.613 0.128 -0.38 0.17 -0.19
H -4.348 0.444 0.334 0.33 8.39 -3.41
H -4.697 0.849 2.919 0.73 0.15 -0.39
H -5.664 -0.418 2.241 2.90 11.33 3.13
H -6.717 1.312 3.834 -0.09 0.29 0.06
H -7.561 1.063 2.318 -0.46 0.21 -0.07
H -7.761 4.715 2.535 -0.28 0.04 -0.09
H -8.526 3.232 1.901 -0.44 0.31 -0.06
H -8.413 3.519 3.632 0.64 -0.47 0.21
H -4.718 2.992 3.800 0.06 -0.37 -0.41
H -5.107 4.567 3.195 -0.10 0.00 -0.55
H -6.016 3.876 4.440 -0.64 -0.25 -0.06
H -4.391 1.906 -1.694 0.65 0.12 0.26
H -4.833 3.620 -1.710 0.26 0.16 0.65
H -5.986 2.319 -1.505 -0.42 0.27 -0.19
H -6.712 4.823 0.020 -0.25 -0.39 -0.06
```
Forces are in eV/Å.

Below is the molecule C4H3N3 in a non-equilibrium geometry, with properties calculated with the ωB97M-V functional and the def2-TZVPD basis.

Output
- M: 93.1 g mol⁻¹
- Lowest unoccupied orbital energy: -0.4 eV
- Total charge: 0
- E_tot: -318.36638 a.u.
- ΔE to the lowest compared entry with this formula, charge and spin: 74.3 kcal/mol
- Kohn-Sham gap: 8.4 eV

```
10
Properties=species:S:1:pos:R:3:forces:R:3
N 3.158 -0.539 0.363 -1.29 0.08 -0.15
C 2.008 -0.453 0.239 0.83 -0.24 0.21
C 0.597 -0.298 0.096 -0.47 0.09 0.17
N -0.427 -1.202 0.165 -0.70 0.45 0.22
C -1.681 -0.608 -0.099 -0.33 0.83 -0.40
C -1.332 0.705 -0.344 -0.17 0.20 -0.37
N 0.029 0.861 -0.272 0.10 -0.17 0.00
H -0.908 -1.704 0.918 1.83 -1.21 0.41
H -1.983 1.542 -0.530 0.16 0.14 -0.18
H 0.539 1.695 -0.536 0.05 -0.17 0.11
```
Forces are in eV/Å.

Below is the molecule C4H2F4 in a non-equilibrium geometry, with properties calculated with the ωB97M-V functional and the def2-TZVPD basis.

Output
- M: 126.1 g mol⁻¹
- Lowest unoccupied orbital energy: 0.3 eV
- Total charge: 0
- E_tot: -552.92373 a.u.
- ΔE to the lowest compared entry with this formula, charge and spin: 51.6 kcal/mol
- Kohn-Sham gap: 11.2 eV

```
10
Properties=species:S:1:pos:R:3:forces:R:3
F 2.393 -0.031 -0.932 -0.50 -0.49 0.67
C 1.671 -0.474 0.166 -3.55 0.75 -2.54
C -0.142 -0.199 -0.171 5.21 0.24 1.11
C -1.308 -0.545 0.235 -1.67 0.12 -0.22
F -2.026 -1.489 0.788 -0.08 0.11 0.03
C -1.221 0.807 -0.285 0.40 1.00 1.03
F -1.315 1.957 0.579 0.22 -1.90 -1.12
F -1.588 1.271 -1.491 -0.38 -0.14 0.05
H 1.718 -1.616 0.177 0.28 1.93 0.90
H 1.818 0.320 0.935 0.08 -1.61 0.09
```
Forces are in eV/Å.